Below is 2 unconnected molecules or ions with the total composition C4H11N3O2 in a non-equilibrium geometry, with properties calculated with the ωB97M-V functional and the def2-TZVPD basis.

Each line ends with the Mulliken charge.
Positions of all 20 atoms, in Å:
C -0.812 2.335 0.370  -1.02
N -0.944 0.913 0.481  -0.50
C -1.665 0.241 -0.348  0.52
N -1.687 -1.161 -0.416  -0.70
N -2.704 0.785 -1.084  -0.42
H -1.729 2.811 0.016  0.43
H 0.079 2.658 -0.155  0.25
H -0.726 2.698 1.431  0.29
H -0.904 -1.326 0.299  0.45
H -1.166 -1.513 -1.215  0.27
H -3.496 0.192 -1.244  0.23
H -2.584 1.592 -1.667  0.20
C 3.147 -1.647 0.295  -1.14
C 1.728 -1.361 0.488  0.91
O 0.735 -1.825 -0.068  -0.67
O 1.539 -0.101 0.942  -0.48
H 3.779 -0.882 -0.151  0.30
H 3.330 -2.568 -0.275  0.33
H 3.548 -1.915 1.286  0.30
H 0.534 0.074 1.016  0.46

The spin multiplicity is 1. The LUMO energy comes out at 0.82 eV. As for the SMILES: CN=C(N)N.CC(=O)O. Its HOMO energy is -8.8 eV.